Entry 1:
Computed, not measured: 2 unconnected molecules or ions with the total composition C27H24F8N3O, with the ωB97M-V functional and the def2-TZVPD basis.

ORCA input file:
```
! wB97M-V def2-TZVPD RIJCOSX def2/J DEFGRID3
* xyz 1 1
O 0.56 0.46 1.93
C 1.63 1.09 1.92
N 2.83 0.51 1.65
C 2.93 -0.82 1.06
C 2.67 -0.77 -0.45
C 3.90 -0.29 -1.24
C 4.09 -1.31 -2.40
C 3.13 -2.47 -2.10
N 2.24 -2.03 -1.02
N 1.74 2.47 2.16
C 0.70 3.33 2.51
C 0.84 4.72 2.34
C -0.25 5.57 2.55
C -0.12 7.06 2.33
F -0.85 7.76 3.25
F 1.17 7.50 2.41
F -0.59 7.43 1.09
C -1.49 5.06 2.92
C -1.61 3.69 3.17
C -2.95 3.16 3.61
F -2.91 1.83 3.93
F -3.42 3.83 4.71
F -3.89 3.30 2.62
C -0.52 2.84 3.01
H 3.68 1.02 1.87
H 3.96 -1.17 1.24
H 2.23 -1.49 1.57
H 1.84 -0.05 -0.62
H 3.75 0.73 -1.60
H 4.80 -0.28 -0.61
H 3.82 -0.84 -3.35
H 5.13 -1.64 -2.48
H 2.55 -2.74 -2.99
H 3.69 -3.36 -1.77
H 2.05 -2.76 -0.34
H 2.60 2.92 1.85
H 1.79 5.15 2.02
H -2.35 5.71 3.03
H -0.63 1.78 3.21
F -4.03 -5.87 -3.44
C -2.82 -5.22 -3.54
C -1.85 -5.76 -4.38
C -0.63 -5.06 -4.48
C -0.36 -3.96 -3.69
C -1.32 -3.47 -2.75
C -0.91 -2.47 -1.82
C -1.74 -1.77 -0.90
C -1.35 -0.45 -0.49
C -2.15 0.30 0.36
C -3.35 -0.21 0.87
C -3.72 -1.50 0.50
F -4.92 -1.99 0.95
C -2.92 -2.32 -0.29
C -2.63 -4.05 -2.81
H -2.05 -6.66 -4.95
H 0.12 -5.42 -5.19
H 0.61 -3.45 -3.77
H 0.15 -2.19 -1.82
H -0.40 -0.06 -0.86
H -1.83 1.30 0.65
H -3.98 0.39 1.53
H -3.19 -3.36 -0.42
H -3.48 -3.62 -2.29
*
```

Results
HOMO energy ... -0.4121 Eh


Entry 2:
Computed, not measured: 14 unconnected molecules or ions with the total composition C50H72O42, with the ωB97M-V functional and the def2-TZVPD basis.

ORCA input file:
```
! wB97M-V def2-TZVPD RIJCOSX def2/J DEFGRID3
* xyz 0 1
C 12.97 -12.81 -8.82
C 11.69 -12.86 -9.67
O 12.18 -12.70 -11.01
C 13.50 -12.58 -11.08
O 14.26 -12.37 -12.06
O 13.97 -12.63 -9.78
H 13.10 -13.74 -8.27
H 13.12 -11.92 -8.22
H 11.04 -12.04 -9.38
H 11.20 -13.83 -9.57
C 9.17 -9.08 -16.80
C 8.74 -10.24 -17.66
O 9.49 -10.00 -18.82
C 9.82 -8.75 -18.91
O 10.48 -8.28 -19.84
O 9.59 -8.15 -17.71
H 9.98 -9.35 -16.12
H 8.30 -8.74 -16.25
H 7.69 -10.30 -17.98
H 9.11 -11.15 -17.18
C 5.27 -13.10 -14.25
C 6.47 -12.25 -14.06
O 6.87 -11.96 -15.36
C 6.44 -12.89 -16.24
O 6.72 -13.01 -17.41
O 5.50 -13.62 -15.57
H 4.34 -12.53 -14.31
H 5.17 -13.90 -13.52
H 7.31 -12.79 -13.64
H 6.28 -11.39 -13.40
C 9.17 -9.33 -5.88
C 9.38 -10.63 -6.57
O 9.24 -10.13 -7.89
C 9.42 -8.82 -7.90
O 9.59 -8.17 -8.95
O 9.64 -8.34 -6.73
H 9.66 -9.28 -4.91
H 8.13 -9.19 -5.57
H 8.57 -11.27 -6.22
H 10.36 -11.03 -6.33
C 4.23 -7.13 -14.13
C 5.07 -6.20 -13.21
O 6.23 -5.91 -13.97
C 6.05 -6.29 -15.29
O 6.90 -6.08 -16.09
O 4.87 -6.99 -15.40
H 3.20 -6.80 -14.28
H 4.24 -8.15 -13.75
H 5.36 -6.63 -12.25
H 4.52 -5.30 -12.94
C 5.43 -7.19 -7.90
C 4.69 -7.79 -6.71
O 5.19 -9.07 -6.61
C 6.05 -9.29 -7.62
O 6.56 -10.40 -7.78
O 6.30 -8.23 -8.35
H 5.96 -6.29 -7.58
H 4.66 -6.94 -8.63
H 3.60 -7.84 -6.80
H 5.02 -7.23 -5.84
C 6.50 -13.48 -8.16
C 6.89 -13.60 -9.63
C 8.07 -12.77 -10.13
O 8.92 -13.69 -10.63
C 8.52 -14.88 -10.46
O 9.11 -15.87 -10.79
O 7.31 -14.89 -9.90
H 5.79 -12.66 -8.10
H 7.28 -13.23 -7.45
H 6.07 -14.42 -7.81
H 6.06 -13.38 -10.29
H 8.52 -12.36 -9.22
H 7.57 -12.05 -10.77
C -0.12 -9.25 -11.15
C 1.33 -8.90 -10.69
C 1.92 -9.78 -9.54
O 3.00 -10.44 -10.15
C 3.11 -10.06 -11.46
O 4.00 -10.45 -12.26
O 2.15 -9.17 -11.74
H -0.29 -8.89 -12.16
H -0.92 -8.90 -10.49
H -0.28 -10.32 -11.24
H 1.35 -7.83 -10.48
H 1.17 -10.47 -9.14
H 2.42 -9.24 -8.74
C 12.24 -15.82 -14.91
C 10.90 -15.18 -14.81
C 10.60 -14.79 -13.35
O 10.25 -13.45 -13.32
C 10.31 -12.91 -14.52
O 10.00 -11.77 -14.83
O 10.75 -13.82 -15.39
H 12.32 -16.76 -14.36
H 13.10 -15.17 -14.79
H 12.27 -16.18 -15.94
H 10.07 -15.87 -14.92
H 11.48 -14.96 -12.73
H 9.87 -15.43 -12.86
C 8.29 -5.16 -8.29
C 7.59 -3.84 -8.34
C 7.76 -3.22 -9.73
O 6.48 -3.38 -10.27
C 5.63 -3.88 -9.43
O 4.45 -4.13 -9.57
O 6.23 -3.98 -8.28
H 8.25 -5.49 -7.25
H 9.31 -5.13 -8.68
H 7.84 -5.82 -9.03
H 7.90 -3.12 -7.58
H 8.47 -3.84 -10.28
H 8.00 -2.16 -9.70
C 9.50 -10.03 -12.18
C 8.33 -9.04 -12.40
C 7.27 -8.97 -11.29
O 7.13 -7.64 -11.12
C 8.18 -6.92 -11.79
O 8.40 -5.73 -11.68
O 8.97 -7.75 -12.51
H 9.91 -9.96 -11.18
H 10.37 -9.78 -12.80
H 9.23 -11.05 -12.46
H 7.87 -9.05 -13.39
H 7.61 -9.44 -10.36
H 6.32 -9.33 -11.67
C 10.82 -6.09 -14.88
C 12.26 -5.60 -15.29
C 12.85 -6.26 -16.48
O 13.38 -5.24 -17.31
C 13.10 -4.08 -16.73
O 13.45 -3.00 -17.15
O 12.39 -4.25 -15.58
H 10.13 -5.93 -15.71
H 10.42 -5.66 -13.97
H 10.72 -7.14 -14.61
H 12.87 -5.87 -14.43
H 12.05 -6.78 -17.00
H 13.60 -6.97 -16.13
C 13.27 -8.94 -12.20
C 14.65 -8.35 -12.54
C 15.84 -9.35 -12.50
O 16.29 -9.19 -13.77
C 15.70 -8.16 -14.47
O 16.01 -7.87 -15.65
O 14.73 -7.68 -13.80
H 13.09 -9.85 -12.78
H 12.52 -8.15 -12.26
H 13.37 -9.12 -11.14
H 14.85 -7.49 -11.90
H 15.54 -10.39 -12.35
H 16.58 -9.00 -11.78
C 9.33 -2.15 -15.54
C 8.13 -2.56 -14.73
C 8.10 -2.42 -13.22
O 6.72 -2.07 -12.93
C 6.12 -1.80 -14.07
O 4.92 -1.47 -14.06
O 6.96 -1.89 -15.13
H 9.91 -3.08 -15.52
H 9.92 -1.30 -15.19
H 9.09 -1.92 -16.58
H 8.07 -3.63 -14.96
H 8.88 -1.78 -12.83
H 8.36 -3.43 -12.90
*
```

Results
Energy relative to the best compared isomer or geometry (same formula, charge and spin) ... 0.0 kcal per mole
HOMO energy ... -0.3659 Eh


Entry 3:
Computed, not measured: 2 unconnected molecules or ions with the total composition C6H12N2, with the ωB97M-V functional and the def2-TZVPD basis.

ORCA input file:
```
! wB97M-V def2-TZVPD RIJCOSX def2/J DEFGRID3
* xyz 0 1
C -0.94 1.32 -1.39
C 0.83 1.44 1.76
C -0.02 1.53 -0.21
C 1.33 1.79 -0.36
N -0.31 1.29 1.10
N 1.83 1.81 0.92
H 0.78 1.69 2.81
H 2.80 1.89 1.18
H 1.95 1.66 -1.23
H -0.80 0.34 -1.83
H -0.51 2.02 -2.11
H -1.97 1.50 -1.17
C 0.02 -2.67 -0.06
C -1.24 -1.85 0.17
H 0.57 -2.82 0.88
H -0.22 -3.72 -0.22
H 0.61 -2.37 -0.91
H -1.94 -2.42 0.76
H -1.67 -1.51 -0.77
H -1.11 -0.89 0.66
*
```

Results
Energy relative to the best compared isomer or geometry (same formula, charge and spin) ... 15.0 kcal per mole
SMILES ... Cc1c[nH]cn1.CC
HOMO energy ... -0.3164 Eh


Entry 4:
Computed, not measured: 4 unconnected molecules or ions with the total composition C31H52F2I2N7O6P, with the ωB97M-V functional and the def2-TZVPD basis.

ORCA input file:
```
! wB97M-V def2-TZVPD RIJCOSX def2/J DEFGRID3
* xyz 0 1
C 1.03 3.73 3.17
C -0.19 4.66 3.08
C -1.44 4.03 3.70
C -2.54 3.74 2.66
C -2.11 2.56 1.80
C -2.95 2.39 0.52
C -2.14 2.00 -0.73
C -2.81 0.91 -1.57
C -2.75 -0.51 -1.00
C -1.52 -1.37 -1.34
N -1.69 -2.21 -2.56
C -2.87 -3.00 -2.68
O -3.94 -2.63 -3.13
F -2.73 -4.27 -2.35
C -1.44 -1.53 -3.79
O -0.45 -1.71 -4.48
F -2.39 -0.70 -4.22
O -0.58 -0.39 -1.88
C 0.70 -0.52 -1.40
O 1.40 0.43 -1.44
C 0.86 -1.94 -0.80
C 1.18 -2.89 -2.01
I 0.31 -4.82 -2.27
C 2.09 -2.58 -2.93
C 2.94 -1.35 -2.95
I 2.58 -3.80 -4.61
C 2.08 -2.24 0.12
C 2.00 -3.67 0.76
C 2.60 -1.29 1.22
C 3.29 0.00 0.76
C 4.21 0.45 1.92
C -0.62 -1.92 -0.18
C -1.22 -3.23 0.42
C -2.61 -3.35 1.07
N -3.69 -3.60 0.10
N -3.05 -2.37 2.08
N -2.52 -4.63 1.81
P -0.69 -0.76 1.34
O 0.29 0.55 1.20
O -0.24 -1.62 2.66
H 0.83 2.88 2.52
H 1.93 4.20 2.79
H 1.18 3.36 4.18
H 0.09 5.57 3.60
H -0.34 4.86 2.03
H -1.85 4.76 4.38
H -1.19 3.15 4.28
H -3.41 3.44 3.24
H -2.70 4.63 2.07
H -2.13 1.63 2.35
H -1.09 2.75 1.48
H -3.41 3.35 0.32
H -3.77 1.68 0.64
H -2.10 2.87 -1.37
H -1.10 1.75 -0.53
H -2.52 0.99 -2.61
H -3.86 1.17 -1.55
H -2.91 -0.42 0.06
H -3.65 -0.99 -1.36
H 3.86 -1.52 -3.48
H 3.15 -0.93 -1.98
H 2.41 -0.58 -3.51
H 2.94 -2.34 -0.51
H 1.82 -3.53 1.83
H 1.22 -4.27 0.34
H 2.96 -4.15 0.69
H 3.40 -1.85 1.70
H 1.92 -1.05 2.02
H 2.58 0.80 0.62
H 3.94 -0.18 -0.08
H 4.19 1.52 2.08
H 3.92 -0.02 2.86
H 5.23 0.12 1.74
H -1.25 -3.97 -0.37
H -0.53 -3.64 1.13
H -3.91 -2.75 -0.40
H -4.53 -3.80 0.63
H -3.73 -2.83 2.67
H -3.56 -1.61 1.67
H -2.36 -4.47 2.79
H -3.32 -5.21 1.63
H 0.83 0.64 2.00
H 0.47 -2.25 2.48
C -4.96 7.06 4.35
C -3.54 7.16 4.05
N -2.43 7.23 3.81
H -5.55 6.91 3.44
H -5.17 6.23 5.02
H -5.32 7.97 4.83
C 1.77 -1.08 -8.35
C 3.05 -1.74 -8.20
N 4.06 -2.27 -8.08
H 1.58 -0.83 -9.39
H 0.96 -1.72 -8.00
H 1.74 -0.16 -7.77
C 7.94 0.58 -0.69
C 7.27 -0.40 0.15
N 6.74 -1.17 0.81
H 7.22 1.18 -1.24
H 8.54 1.26 -0.08
H 8.60 0.09 -1.40
*
```

Results
HOMO energy ... -0.2910 Eh


Please write out number 1 again, unchanged.
Computed, not measured: 2 unconnected molecules or ions with the total composition C27H24F8N3O, with the ωB97M-V functional and the def2-TZVPD basis.

ORCA input file:
```
! wB97M-V def2-TZVPD RIJCOSX def2/J DEFGRID3
* xyz 1 1
O 0.56 0.46 1.93
C 1.63 1.09 1.92
N 2.83 0.51 1.65
C 2.93 -0.82 1.06
C 2.67 -0.77 -0.45
C 3.90 -0.29 -1.24
C 4.09 -1.31 -2.40
C 3.13 -2.47 -2.10
N 2.24 -2.03 -1.02
N 1.74 2.47 2.16
C 0.70 3.33 2.51
C 0.84 4.72 2.34
C -0.25 5.57 2.55
C -0.12 7.06 2.33
F -0.85 7.76 3.25
F 1.17 7.50 2.41
F -0.59 7.43 1.09
C -1.49 5.06 2.92
C -1.61 3.69 3.17
C -2.95 3.16 3.61
F -2.91 1.83 3.93
F -3.42 3.83 4.71
F -3.89 3.30 2.62
C -0.52 2.84 3.01
H 3.68 1.02 1.87
H 3.96 -1.17 1.24
H 2.23 -1.49 1.57
H 1.84 -0.05 -0.62
H 3.75 0.73 -1.60
H 4.80 -0.28 -0.61
H 3.82 -0.84 -3.35
H 5.13 -1.64 -2.48
H 2.55 -2.74 -2.99
H 3.69 -3.36 -1.77
H 2.05 -2.76 -0.34
H 2.60 2.92 1.85
H 1.79 5.15 2.02
H -2.35 5.71 3.03
H -0.63 1.78 3.21
F -4.03 -5.87 -3.44
C -2.82 -5.22 -3.54
C -1.85 -5.76 -4.38
C -0.63 -5.06 -4.48
C -0.36 -3.96 -3.69
C -1.32 -3.47 -2.75
C -0.91 -2.47 -1.82
C -1.74 -1.77 -0.90
C -1.35 -0.45 -0.49
C -2.15 0.30 0.36
C -3.35 -0.21 0.87
C -3.72 -1.50 0.50
F -4.92 -1.99 0.95
C -2.92 -2.32 -0.29
C -2.63 -4.05 -2.81
H -2.05 -6.66 -4.95
H 0.12 -5.42 -5.19
H 0.61 -3.45 -3.77
H 0.15 -2.19 -1.82
H -0.40 -0.06 -0.86
H -1.83 1.30 0.65
H -3.98 0.39 1.53
H -3.19 -3.36 -0.42
H -3.48 -3.62 -2.29
*
```

Results
HOMO energy ... -0.4121 Eh


What did the first record say?
Computed, not measured: 2 unconnected molecules or ions with the total composition C27H24F8N3O, with the ωB97M-V functional and the def2-TZVPD basis.

ORCA input file:
```
! wB97M-V def2-TZVPD RIJCOSX def2/J DEFGRID3
* xyz 1 1
O 0.56 0.46 1.93
C 1.63 1.09 1.92
N 2.83 0.51 1.65
C 2.93 -0.82 1.06
C 2.67 -0.77 -0.45
C 3.90 -0.29 -1.24
C 4.09 -1.31 -2.40
C 3.13 -2.47 -2.10
N 2.24 -2.03 -1.02
N 1.74 2.47 2.16
C 0.70 3.33 2.51
C 0.84 4.72 2.34
C -0.25 5.57 2.55
C -0.12 7.06 2.33
F -0.85 7.76 3.25
F 1.17 7.50 2.41
F -0.59 7.43 1.09
C -1.49 5.06 2.92
C -1.61 3.69 3.17
C -2.95 3.16 3.61
F -2.91 1.83 3.93
F -3.42 3.83 4.71
F -3.89 3.30 2.62
C -0.52 2.84 3.01
H 3.68 1.02 1.87
H 3.96 -1.17 1.24
H 2.23 -1.49 1.57
H 1.84 -0.05 -0.62
H 3.75 0.73 -1.60
H 4.80 -0.28 -0.61
H 3.82 -0.84 -3.35
H 5.13 -1.64 -2.48
H 2.55 -2.74 -2.99
H 3.69 -3.36 -1.77
H 2.05 -2.76 -0.34
H 2.60 2.92 1.85
H 1.79 5.15 2.02
H -2.35 5.71 3.03
H -0.63 1.78 3.21
F -4.03 -5.87 -3.44
C -2.82 -5.22 -3.54
C -1.85 -5.76 -4.38
C -0.63 -5.06 -4.48
C -0.36 -3.96 -3.69
C -1.32 -3.47 -2.75
C -0.91 -2.47 -1.82
C -1.74 -1.77 -0.90
C -1.35 -0.45 -0.49
C -2.15 0.30 0.36
C -3.35 -0.21 0.87
C -3.72 -1.50 0.50
F -4.92 -1.99 0.95
C -2.92 -2.32 -0.29
C -2.63 -4.05 -2.81
H -2.05 -6.66 -4.95
H 0.12 -5.42 -5.19
H 0.61 -3.45 -3.77
H 0.15 -2.19 -1.82
H -0.40 -0.06 -0.86
H -1.83 1.30 0.65
H -3.98 0.39 1.53
H -3.19 -3.36 -0.42
H -3.48 -3.62 -2.29
*
```

Results
HOMO energy ... -0.4121 Eh


> Number 1 is which compound?

C27H24F8N3O